[1]
{
  "formula": "C25H33FeO2S",
  "method": "the ωB97M-V functional and the def2-TZVPD basis",
  "e_tot_ev": -75769.59623,
  "multiplicity": 5,
  "total_charge": -1,
  "relative_energy_kcal_mol": 9.6,
  "elements": ["O", "C", "C", "H", "H", "C", "H", "H", "C", "H", "H", "H", "C", "H", "H", "H", "Fe", "C", "C", "C", "H", "C", "C", "H", "H", "H", "H", "C", "C", "C", "H", "C", "C", "H", "H", "H", "H", "O", "C", "C", "H", "H", "C", "H", "H", "C", "H", "H", "H", "H", "S", "C", "C", "C", "C", "C", "C", "H", "H", "H", "H", "H"],
  "positions_angstrom": [[-0.030665, -0.410691, -4.178651], [0.059925, 0.914945, -4.816495], [0.071094, 0.357371, -6.232274], [0.990749, 1.404812, -4.513850], [-0.813411, 1.543097, -4.590595], [0.066802, -1.009159, -5.497521], [0.988003, 0.596283, -6.775418], [-0.843419, 0.569994, -6.789875], [1.379194, -1.745769, -5.656224], [2.213889, -1.065297, -5.457483], [1.469173, -2.119345, -6.683335], [1.426808, -2.596212, -4.967924], [-1.133511, -1.865434, -5.850146], [-2.062740, -1.296377, -5.740836], [-1.167096, -2.762658, -5.222948], [-1.048857, -2.184767, -6.896230], [-0.394416, -0.737182, 2.135363], [-2.213269, -1.365729, 2.930226], [-1.824541, -0.104886, 3.455492], [-1.726409, 0.824793, 2.348039], [-1.725529, 0.173435, 4.497938], [-1.926414, 0.072166, 1.128671], [-2.269453, -1.267813, 1.488047], [-2.603312, -2.035096, 0.792630], [-2.483329, -2.230886, 3.531617], [-1.718822, 1.910804, 2.399453], [-1.994635, 0.503685, 0.146325], [0.731029, -1.873587, 3.331370], [-0.078123, -2.752144, 2.547352], [0.164985, -2.475938, 1.151067], [-0.720119, -3.534704, 2.936691], [1.197539, -1.502685, 1.067949], [1.591726, -1.148766, 2.415613], [2.489332, -0.605262, 2.668522], [0.795708, -1.818460, 4.409305], [-0.290288, -2.978321, 0.301705], [1.747418, -1.212819, 0.182164], [1.485552, 0.708256, -2.270101], [0.305953, 0.064153, -1.704440], [-0.876318, 0.990612, -1.974235], [0.468477, -0.000402, -0.605137], [0.179482, -0.944851, -2.106094], [-0.224620, 2.385306, -1.902097], [-1.673882, 0.828170, -1.255724], [-1.280318, 0.780480, -2.962901], [1.282970, 2.087195, -1.843523], [-0.562506, 2.870152, -0.985996], [-0.449997, 2.999043, -2.776057], [1.627137, 2.168316, -0.796082], [1.877048, 2.765783, -2.463182], [0.771179, 1.150565, 2.546261], [0.816057, 1.324560, 4.300873], [1.722190, 0.626423, 5.126900], [1.676148, 0.786627, 6.512582], [0.747687, 1.665989, 7.089098], [-0.121561, 2.402397, 6.272246], [-0.070243, 2.251730, 4.890958], [2.464721, -0.021661, 4.665392], [2.360670, 0.220131, 7.147096], [0.700832, 1.780506, 8.169531], [-0.840011, 3.102639, 6.703907], [-0.701633, 2.836481, 4.224963]],
  "atomic_forces_ev_per_a": [[-0.21, 0.64, -2.24], [0.02, 0.15, 0.45], [0.06, -0.29, 0.68], [-0.30, 0.00, 0.07], [0.37, -0.14, 0.04], [0.06, -0.17, -0.84], [-0.30, -0.14, -0.20], [0.27, -0.04, -0.13], [0.03, -0.17, 0.00], [-0.10, -0.18, 0.07], [0.03, 0.02, 0.13], [0.07, 0.12, -0.05], [0.07, -0.16, 0.05], [0.13, -0.12, 0.09], [-0.10, 0.13, -0.02], [-0.03, 0.03, 0.14], [0.08, -0.05, 0.09], [-1.43, 0.23, -1.19], [-0.96, 1.38, -0.43], [-2.39, -0.37, 0.14], [0.10, -0.14, -0.19], [-1.01, 0.71, 0.75], [-1.86, 0.31, 0.96], [0.34, 0.13, 0.27], [0.33, 0.22, -0.28], [0.39, -0.33, 0.06], [0.03, -0.20, 0.52], [1.26, -0.62, -0.55], [1.52, -1.34, -0.77], [0.55, -1.04, 1.03], [-0.05, 0.40, -0.13], [1.52, -0.23, 0.73], [0.76, -2.40, -0.56], [-0.16, 0.11, 0.02], [-0.14, 0.03, -0.13], [0.00, 0.21, 0.28], [-0.22, 0.04, 0.14], [-1.27, 0.78, 0.50], [0.55, -0.04, 1.10], [0.30, -0.13, -0.53], [-0.28, 0.14, -0.70], [0.25, 0.37, 0.11], [-0.08, -0.38, 0.09], [0.21, 0.28, -0.45], [-0.14, 0.07, 0.40], [0.42, -0.52, 0.53], [0.15, 0.34, -0.14], [-0.21, 0.05, 0.15], [-0.01, 0.06, -0.33], [0.02, -0.28, -0.02], [1.50, 2.32, 0.46], [-0.43, -0.05, -0.50], [0.50, -0.15, 0.70], [0.23, -0.11, -0.94], [-0.21, -0.21, 0.84], [-0.16, 0.26, -0.98], [-0.15, 0.40, 0.53], [-0.07, 0.08, 0.30], [-0.10, 0.16, -0.21], [0.02, -0.04, -0.13], [0.22, -0.14, -0.09], [-0.04, 0.05, 0.31]]
}

[2]
{
  "formula": "C25H33N2O3S6Ti",
  "method": "the ωB97M-V functional and the def2-TZVPD basis",
  "e_tot_ev": -123707.28685,
  "multiplicity": 3,
  "total_charge": 1,
  "relative_energy_kcal_mol": 9.9,
  "elements": ["Ti", "C", "C", "S", "C", "C", "S", "C", "C", "S", "C", "C", "S", "H", "H", "H", "H", "H", "H", "H", "H", "H", "H", "H", "H", "H", "H", "H", "H", "O", "S", "O", "N", "C", "C", "C", "C", "C", "C", "C", "C", "N", "C", "C", "C", "C", "C", "C", "C", "H", "H", "H", "H", "H", "H", "H", "H", "H", "H", "H", "C", "S", "C", "O", "H", "H", "H", "H", "H", "H"],
  "positions_angstrom": [[0.512641, -0.570268, 0.110080], [-1.853850, -3.670950, 0.047696], [-2.936750, -2.610473, 0.097116], [-2.326138, -0.949823, 0.459542], [-2.473611, -0.811469, 2.252959], [-1.530511, -1.691595, 3.060017], [0.203775, -1.350418, 2.638914], [0.880806, -3.030057, 2.759688], [2.289406, -3.086148, 2.195192], [2.456071, -2.542438, 0.475343], [2.116641, -4.022406, -0.502438], [0.673844, -4.488494, -0.552632], [-0.463353, -3.141596, -0.992186], [-2.254219, -4.597906, -0.365183], [-1.474740, -3.880077, 1.048625], [-3.697289, -2.878831, 0.832129], [-3.435055, -2.534203, -0.869665], [-3.506637, -1.006092, 2.544890], [-2.265079, 0.243161, 2.439253], [-1.721813, -2.749201, 2.874739], [-1.670523, -1.510667, 4.125403], [0.220426, -3.713028, 2.223460], [0.898705, -3.326305, 3.809429], [2.697821, -4.093299, 2.288223], [2.943264, -2.418482, 2.758065], [2.762442, -4.829979, -0.154776], [2.457260, -3.754705, -1.504738], [0.366604, -4.881066, 0.416557], [0.570475, -5.294397, -1.279414], [-0.243868, 1.486949, 1.602605], [-0.472165, 2.288614, 0.394602], [0.500219, 3.321629, 0.132835], [-0.606066, 1.175446, -0.712322], [-0.452545, 1.494875, -2.069826], [-1.150635, 2.457702, -2.752533], [-0.913305, 2.673621, -4.127037], [0.014146, 1.939523, -4.806886], [0.764018, 0.949594, -4.129934], [1.794138, 0.201046, -4.746405], [2.518449, -0.678186, -3.995144], [2.192835, -0.844510, -2.637861], [1.214380, -0.208331, -2.031467], [0.515069, 0.714583, -2.765486], [-2.018350, 3.116867, 0.625390], [-1.993042, 4.363921, 1.242282], [-3.186140, 5.022578, 1.486341], [-4.391460, 4.444229, 1.105819], [-4.404019, 3.209152, 0.476448], [-3.213486, 2.536980, 0.231619], [-1.880387, 3.061663, -2.229514], [-1.477876, 3.440009, -4.641217], [0.200052, 2.112094, -5.859135], [2.008981, 0.350200, -5.797106], [3.332414, -1.246099, -4.423364], [2.771084, -1.527157, -2.024967], [-1.045984, 4.811260, 1.510799], [-3.176827, 5.992740, 1.964766], [-5.321698, 4.964687, 1.291346], [-5.341939, 2.768571, 0.164686], [-3.210105, 1.577951, -0.269316], [2.708768, 2.416641, 2.203552], [3.051498, 1.695293, 0.608274], [4.781550, 1.336252, 0.867277], [2.416674, 0.305251, 0.648501], [3.027989, 1.715539, 2.973915], [1.637336, 2.591479, 2.256228], [3.257230, 3.356128, 2.267885], [5.316576, 2.278266, 0.984326], [5.150622, 0.811067, -0.010719], [4.885276, 0.713067, 1.754433]],
  "atomic_forces_ev_per_a": [[-0.16, -0.37, -0.31], [-0.01, -0.06, 0.00], [-0.07, -0.02, 0.04], [0.03, 0.08, -0.07], [-0.02, -0.04, 0.09], [0.01, 0.01, -0.07], [0.14, 0.01, 0.16], [-0.10, -0.05, -0.01], [0.04, -0.01, 0.01], [0.10, 0.06, 0.04], [0.03, -0.02, -0.03], [-0.06, 0.00, 0.04], [0.08, 0.05, 0.01], [-0.02, 0.00, 0.02], [0.02, 0.02, -0.04], [-0.01, -0.02, -0.02], [0.01, 0.02, -0.01], [-0.01, -0.01, -0.02], [0.00, 0.00, 0.03], [-0.03, 0.02, 0.00], [-0.02, 0.02, 0.00], [0.03, 0.02, 0.03], [0.00, -0.01, 0.00], [0.00, -0.01, -0.01], [0.01, 0.00, -0.01], [0.00, 0.00, 0.00], [0.02, -0.01, 0.01], [0.00, 0.00, 0.00], [0.03, 0.00, 0.00], [-0.02, 0.08, 0.20], [-0.34, -0.20, 0.11], [0.06, -0.01, -0.08], [0.22, 0.37, -0.21], [-0.03, -0.11, 0.15], [0.06, -0.02, -0.04], [-0.01, 0.00, 0.05], [0.00, 0.02, -0.07], [0.08, -0.04, -0.12], [-0.11, 0.05, 0.13], [0.04, -0.02, -0.04], [-0.05, -0.08, 0.09], [-0.01, 0.05, -0.33], [-0.05, 0.05, 0.23], [0.05, 0.18, 0.01], [-0.03, -0.04, -0.02], [-0.04, -0.01, -0.01], [0.03, 0.03, 0.01], [-0.01, -0.05, -0.03], [-0.02, -0.02, 0.00], [-0.01, 0.01, -0.02], [0.00, 0.00, 0.00], [0.00, 0.00, 0.00], [0.00, 0.01, 0.00], [0.00, -0.01, 0.03], [0.01, -0.01, -0.02], [0.00, -0.01, 0.00], [0.00, 0.00, 0.00], [0.00, 0.00, 0.00], [0.00, 0.00, 0.00], [0.00, 0.00, 0.00], [0.05, -0.03, 0.02], [-0.07, -0.14, -0.14], [0.01, 0.02, 0.04], [0.02, 0.23, 0.17], [0.01, 0.01, 0.02], [0.11, 0.00, 0.00], [-0.01, 0.01, 0.01], [0.01, -0.01, 0.01], [-0.03, 0.00, -0.02], [0.02, 0.00, 0.00]]
}

- Number 2 is which compound?
  C25H33N2O3S6Ti